(1)
102
Properties=species:S:1:pos:R:3:mulliken_charge:R:1 method="wB97M-V/def2-TZVPD" gap_ev=9.35 homo_energy_ev=-9.047 total_energy_ha=-2718.586901
C 2.18 6.88 -7.66 -0.368
F 2.97 5.21 -4.53 -0.297
H -1.83 -1.85 -6.58 0.361
C 1.27 -1.90 1.60 -0.526
H -4.95 1.57 12.00 0.378
H 7.92 -2.63 -5.03 0.219
H 5.50 -2.09 6.98 0.252
H -6.91 6.66 3.96 0.349
H 4.93 -5.75 -2.96 0.392
C 2.34 -1.46 0.86 -0.186
H 3.62 -5.62 -5.01 0.349
H 3.80 -8.23 5.24 0.251
C -6.11 4.66 4.31 -0.367
H 6.95 -1.45 6.23 0.268
H -6.28 0.61 10.38 0.348
H 1.83 7.78 -8.13 0.330
C 0.81 -0.42 -0.74 -0.180
H -3.26 4.21 6.18 0.355
H 3.46 3.97 -8.81 0.353
H -2.78 -0.99 8.39 0.342
C -5.20 7.56 -2.67 0.502
C -2.41 0.21 10.14 -0.527
H -5.28 -0.76 8.50 0.349
C -3.58 5.58 -1.44 -0.603
H 2.20 7.41 -5.49 0.377
H -1.31 -0.50 -0.24 0.388
C -5.02 -2.30 -5.76 -0.259
F -3.59 -0.45 -5.50 -0.283
C 3.13 -7.18 6.85 0.317
C 3.91 -8.33 6.32 -0.713
H 6.55 -0.98 7.76 0.274
C -0.01 -1.52 1.23 -0.204
C -4.10 -4.44 -6.56 -0.320
H -4.35 -5.48 -6.72 0.353
C -5.68 6.28 -2.53 -0.393
C -5.04 3.97 4.89 0.404
H 3.29 -1.75 1.29 0.353
C 5.13 -7.89 -3.01 0.185
C -0.31 -0.75 0.08 -0.624
C -4.34 6.01 6.13 -0.379
C -3.97 7.91 -2.17 -0.417
C -2.70 -2.47 -6.45 -0.249
C -5.38 6.68 5.45 -0.310
H -5.86 -1.73 -5.38 0.360
C 2.81 5.46 -5.82 0.369
H -6.81 4.16 3.65 0.379
H -2.82 4.95 -1.00 0.406
C 4.75 -6.67 -3.51 -0.154
H 4.91 -8.29 6.75 0.254
C -6.15 6.09 4.47 -0.443
N 7.79 -4.05 8.06 -0.353
H 2.50 5.97 -9.64 0.343
C 3.85 -7.63 -5.44 -0.362
C 4.04 -6.56 -4.66 -0.439
C 4.77 -9.01 -3.71 -0.230
H -3.82 6.28 7.03 0.340
C 4.13 -8.91 -4.93 -0.469
F -4.87 2.74 4.55 -0.269
C 8.35 -1.76 -5.53 -0.672
H -2.10 -4.51 -7.26 0.372
C 2.29 6.66 -6.26 -0.352
H -6.18 -4.03 -6.03 0.331
C -4.86 5.26 -1.97 -0.360
F 3.16 -0.42 -1.14 -0.288
N 2.53 -6.25 7.29 -0.392
H 1.38 -2.42 2.54 0.362
C -3.20 7.00 -1.53 -0.298
H -6.67 6.14 -2.95 0.389
C 3.13 4.75 -8.14 -0.423
H 5.04 -10.03 -3.47 0.350
F -5.96 8.44 -3.39 -0.305
H 9.41 -1.98 -5.68 0.268
C -4.66 -0.31 9.26 -0.435
C -3.73 -1.69 -5.89 0.239
C -5.23 0.51 10.18 -0.354
H 3.42 -9.30 6.40 0.283
H 8.07 -1.00 -4.80 0.278
C -4.20 4.65 5.88 -0.380
H 3.59 3.57 -6.33 0.371
H 0.66 0.00 -1.72 0.391
C 2.57 5.90 -8.56 -0.370
H -1.35 0.16 9.95 0.393
C -2.85 -3.84 -6.84 -0.520
C 3.20 4.49 -6.74 -0.334
F -2.32 1.41 12.17 -0.299
C -3.29 -0.49 9.20 -0.281
F 5.76 -7.93 -1.82 -0.301
C -3.09 0.87 11.17 0.511
H -5.19 4.24 -2.10 0.371
H -2.21 7.25 -1.18 0.342
N 6.89 -1.70 -7.78 -0.355
C -4.47 0.97 11.24 -0.425
H -5.59 7.73 5.61 0.320
C 6.56 -1.88 7.15 -0.805
H -3.64 8.90 -2.46 0.365
H -0.86 -1.79 1.84 0.310
C -5.18 -3.63 -6.09 -0.386
H 3.96 -9.77 -5.56 0.346
C 7.25 -3.09 7.67 0.364
H 3.35 -7.41 -6.38 0.333
C 7.52 -1.75 -6.80 0.261
C 2.12 -0.74 -0.34 0.204

(2)
12
Properties=species:S:1:pos:R:3:mulliken_charge:R:1 method="wB97M-V/def2-TZVPD" gap_ev=8.92 homo_energy_ev=-8.456 total_energy_ha=-211.256542
C 0.77 0.25 -0.06 -0.120
C -0.50 0.42 0.55 -0.172
H 0.75 0.13 -1.12 0.360
H -3.22 0.62 -1.36 0.275
H 1.62 -0.61 1.72 0.364
H 2.12 -1.34 0.18 0.243
H 2.67 0.27 0.70 0.277
C -2.15 0.43 -1.27 -0.317
C 1.85 -0.42 0.72 -0.982
H -1.72 -0.63 -1.47 0.237
H -0.55 -0.05 1.57 0.226
N -1.64 0.94 -0.15 -0.390